{
  "formula": "C23H44Br2ClN2O4P3S",
  "method": "wB97M-V/def2-TZVPD",
  "elements": ["C", "C", "C", "N", "C", "C", "C", "C", "C", "Br", "P", "N", "C", "P", "C", "O", "C", "S", "C", "C", "C", "O", "O", "C", "C", "O", "C", "C", "C", "C", "Br", "P", "C", "C", "C", "H", "H", "H", "H", "H", "H", "H", "H", "H", "H", "H", "H", "H", "H", "H", "H", "H", "H", "H", "H", "H", "H", "H", "H", "H", "H", "H", "H", "H", "H", "H", "H", "H", "H", "H", "H", "H", "H", "H", "H", "H", "H", "H", "H", "Cl"],
  "coordinates": [[3.533, -2.396, -3.304], [2.422, -1.969, -3.072], [1.099, -1.182, -2.743], [1.010, -0.520, -1.398], [1.532, -1.524, -0.395], [3.026, -1.616, 0.071], [3.142, -2.982, 0.936], [2.378, -2.934, 2.319], [1.692, 0.840, -1.343], [0.904, 2.194, -2.611], [3.480, 0.947, -2.011], [3.712, 0.787, -3.595], [1.533, 1.481, 0.129], [2.681, 2.963, 0.568], [4.459, 2.323, 0.852], [2.708, 4.119, -0.716], [0.061, 1.567, 0.729], [0.088, 0.676, 2.408], [-0.614, 2.954, 1.033], [0.038, 4.156, 1.807], [0.569, 3.872, 3.266], [-0.187, 4.062, 4.204], [1.847, 3.395, 3.586], [-1.010, 0.773, -0.225], [-2.459, 0.696, 0.441], [-3.475, -0.002, -0.278], [-4.648, 0.789, -0.526], [-5.531, 1.046, 0.776], [-6.178, -0.297, 1.345], [-0.517, -0.436, -1.086], [-1.616, -0.126, -2.795], [-1.232, -2.223, -0.665], [-1.867, -2.301, 1.131], [-2.707, -2.680, -1.776], [-3.209, -4.095, -1.157], [4.489, -2.961, -3.251], [0.984, -0.513, -3.635], [0.383, -2.046, -2.900], [1.384, -2.601, -0.706], [1.014, -1.288, 0.592], [3.432, -0.831, 0.764], [3.805, -1.784, -0.722], [4.257, -3.068, 1.145], [2.888, -3.851, 0.268], [3.095, -2.914, 3.200], [1.641, -2.095, 2.446], [1.825, -3.922, 2.431], [4.432, 0.081, -1.408], [4.020, 2.272, -1.810], [2.811, 0.563, -4.011], [2.055, 0.757, 0.849], [4.486, 1.199, 0.956], [4.930, 2.847, 1.741], [5.129, 2.591, -0.028], [1.753, 4.330, -0.807], [-0.996, 1.144, 3.138], [-1.489, 2.739, 1.735], [-1.125, 3.424, 0.127], [-0.823, 4.882, 1.988], [0.755, 4.807, 1.211], [1.723, 2.505, 3.983], [-1.235, 1.626, -0.957], [-2.472, 0.307, 1.501], [-2.894, 1.748, 0.533], [-5.297, 0.160, -1.218], [-4.415, 1.738, -1.094], [-4.869, 1.509, 1.570], [-6.326, 1.793, 0.499], [-6.567, -0.110, 2.386], [-5.381, -1.094, 1.430], [-7.039, -0.655, 0.717], [-1.832, -3.413, 1.375], [-1.168, -1.808, 1.857], [-2.946, -2.003, 1.227], [-2.369, -2.951, -2.822], [-3.588, -2.005, -1.725], [-3.910, -3.902, -0.289], [-2.289, -4.640, -0.799], [-3.715, -4.709, -1.964], [4.886, -0.292, -5.490]],
  "forces_ev_per_angstrom": [[0.1, -0.8, 0.8], [-0.6, 1.5, 1.3], [2.5, -3.0, -3.7], [-0.9, -0.7, -1.0], [1.8, -0.9, 2.8], [1.4, -1.3, 0.5], [0.8, 1.2, -0.1], [0.0, -1.4, 0.3], [-0.5, 1.8, 2.4], [0.1, -0.8, 0.6], [2.3, 0.5, -4.4], [-2.1, 0.6, 3.0], [1.1, -1.6, -0.1], [-0.2, 1.2, 0.9], [0.7, 0.2, -1.3], [-0.4, -1.7, 0.9], [-1.6, -0.4, 0.1], [0.4, 0.1, 0.3], [-1.3, 0.9, 0.6], [0.6, 1.6, 0.1], [-0.9, -0.2, 1.6], [0.6, -0.2, -1.5], [-1.0, -0.2, -1.2], [-0.1, 2.9, -0.5], [-1.0, 0.7, 1.2], [0.2, 0.3, -0.1], [-1.5, -0.5, -0.2], [0.5, -0.4, -0.2], [0.4, 0.6, 0.2], [-3.1, 0.2, -0.2], [0.7, 0.3, 0.2], [0.1, -1.0, -0.1], [-0.3, -0.8, -0.2], [-0.8, -1.6, 0.8], [0.5, 0.7, -0.1], [-1.3, 1.0, -0.7], [-0.2, -0.1, 1.4], [0.1, 1.5, 1.0], [-0.7, 1.8, -0.1], [0.1, -0.5, -1.4], [-0.8, -0.3, -0.8], [-1.2, 0.5, 0.4], [-1.4, 0.0, -0.3], [0.0, 0.8, 0.8], [-0.8, 0.2, -1.2], [0.7, -0.7, -0.3], [0.4, 1.3, 0.0], [-0.7, 0.3, 0.9], [-0.8, -0.7, 1.2], [0.7, -0.2, -0.8], [-0.5, 0.7, -1.0], [0.0, 1.2, 0.1], [-1.1, -0.7, -0.8], [-0.8, -0.4, 1.0], [0.8, 0.1, -0.2], [0.7, -0.1, -1.0], [1.0, 0.0, -1.1], [0.9, -0.8, 0.8], [1.0, -1.1, 0.0], [-0.5, -1.2, 0.7], [0.0, 0.8, -0.1], [0.7, -1.4, 0.6], [0.5, 0.2, -1.1], [1.3, -1.0, -0.1], [0.9, 0.7, 0.7], [0.0, -0.8, 0.8], [-0.8, -0.4, -0.8], [0.7, -0.7, 0.3], [0.3, -0.2, -1.1], [-0.9, 0.8, -0.2], [1.0, 0.3, 0.5], [0.0, 1.3, -0.4], [-0.8, -0.2, -0.8], [1.2, 0.1, 0.0], [-0.2, 0.9, 1.3], [0.9, -0.2, -0.4], [0.8, -0.4, -1.0], [-1.1, 0.2, -0.3], [0.5, 0.8, 1.1], [0.7, -0.9, -1.2]],
  "mulliken_charge": [-0.253, -1.008, 0.025, 1.749, -0.261, 0.025, -1.045, -0.834, -1.149, 0.124, 0.741, -0.592, -0.974, 0.223, -0.831, -0.596, 2.434, -0.383, -1.384, -0.660, 0.255, -0.582, -0.441, -0.298, -1.703, 0.170, -0.587, -0.336, -0.922, -1.248, 0.003, 0.703, -0.635, -0.286, -1.040, 0.323, 0.724, 0.331, 0.597, -0.655, 0.009, 0.107, 0.454, 0.481, 0.330, 0.101, 0.263, 0.122, 0.100, 0.308, -0.255, 0.195, 0.409, 0.406, 0.347, 0.219, 0.369, 0.326, 0.497, 0.448, 0.365, 0.467, 0.139, 0.678, 0.360, 0.288, 0.190, 0.430, 0.347, 0.100, 0.309, 0.473, 0.234, -0.053, 0.427, 0.162, 0.255, 0.310, 0.354, -0.794],
  "multiplicity": 1,
  "mol_weight_g_mol": 732.87,
  "e_tot_ev": -227029.9166,
  "orbital_gap_ev": 4.12
}